Computed, not measured: a cluster of 3 separate species, C16H37N2O3 in total, with the ωB97M-V functional and the def2-TZVPD basis.

charge: +1
gap between HOMO and LUMO: 0.3028 Ha
HOMO: -11.75 eV
spin multiplicity: 1

```
58
Properties=species:S:1:pos:R:3:forces:R:3:lowdin_charge:R:1
N -5.197288 -1.167679 -2.272051 2.041 0.590 -2.455 0.0803
C -4.892980 -1.194152 -3.756395 -5.626 -1.256 -3.865 -0.2947
O -5.932434 -1.477120 -4.590071 6.685 2.037 5.268 -0.0530
C -3.434048 -0.874461 -4.450344 0.458 0.706 1.072 -0.1104
C -2.142676 -1.300026 -3.476274 -0.523 0.919 -0.991 -0.1508
C -1.836164 0.006380 -2.501365 0.333 -0.723 -0.524 -0.2931
C -0.917383 -0.346942 -1.184821 0.626 0.863 -0.750 -0.1510
C -0.465854 1.094425 -0.523326 -0.046 0.187 1.208 -0.1560
C -1.236976 2.402175 -1.140158 -0.359 0.359 3.048 -0.1384
N -1.269766 2.477988 -2.650667 -0.617 0.332 -1.674 -0.0062
C -0.971744 1.156334 -3.353908 -0.038 -2.885 0.086 -0.0966
H -4.315486 -1.246023 -1.718124 -1.163 0.396 -0.532 0.0605
H -5.780713 -0.348195 -1.991309 0.577 -1.151 -0.494 0.1038
H -3.328595 -1.273432 -5.547566 -0.642 0.464 2.401 0.1359
H -3.358800 0.313523 -4.531161 -0.483 -2.416 0.072 0.1102
H -2.427848 -2.259413 -2.868927 0.868 1.847 -1.102 0.1294
H -1.235957 -1.493430 -4.227842 -1.830 0.220 1.989 0.1362
H -2.908255 0.451921 -2.229224 2.350 -0.809 -0.349 0.1357
H 0.096079 -0.859396 -1.553478 -2.424 0.854 0.737 0.1408
H -1.440132 -1.034265 -0.391548 0.931 1.390 -1.707 0.1243
H 0.689702 1.284993 -0.529513 -2.214 -0.501 -0.112 0.1195
H -0.777174 1.036630 0.627574 0.755 0.494 -2.539 0.1357
H -2.351731 2.368735 -0.719452 2.392 0.125 -1.284 0.1565
H -0.782936 3.431552 -0.757888 -0.827 -2.414 -0.724 0.1612
H -2.275193 2.711302 -2.911583 1.640 -0.094 0.211 0.1936
H -0.646684 3.237457 -3.058509 -0.950 -1.041 0.858 0.2015
H 0.173104 0.845676 -3.245271 -2.486 1.090 -0.269 0.1669
H -1.284184 1.157131 -4.496863 0.656 0.423 2.534 0.1544
C 3.727395 2.952173 3.811867 0.244 0.114 -0.084 -0.0752
C 2.846412 2.199020 2.830997 0.018 0.043 0.181 -0.2841
O 2.534314 2.946483 1.658715 -0.236 0.021 -0.249 -0.1864
C 3.635397 3.340321 0.842873 -0.036 -0.052 0.001 -0.2814
C 4.426473 2.170269 0.287674 0.096 -0.197 0.139 -0.0809
H 3.292670 3.926226 4.055768 -0.023 -0.153 0.006 0.0859
H 3.850815 2.377487 4.735053 -0.044 0.071 -0.140 0.0837
H 4.723863 3.134420 3.397058 -0.070 -0.076 0.108 0.0705
H 1.892242 1.975837 3.319875 0.003 0.108 -0.256 0.1153
H 3.289257 1.234809 2.560524 0.086 0.019 0.010 0.1042
H 4.283104 4.033892 1.387765 0.047 -0.069 0.006 0.1105
H 3.213300 3.905936 0.005143 -0.148 -0.033 0.221 0.1122
H 4.932142 1.614954 1.082278 0.028 0.064 -0.110 0.0721
H 5.189561 2.520792 -0.413785 -0.109 -0.031 0.086 0.0817
H 3.765467 1.466351 -0.230748 0.068 0.117 0.008 0.0714
C 0.477314 -4.942928 1.892334 -0.153 0.118 -0.181 -0.0824
C 0.896361 -4.319398 3.211836 0.059 -0.098 -0.042 -0.2714
O 1.480016 -3.027374 3.069101 -0.020 0.273 -0.120 -0.1579
C 0.653345 -2.014748 2.499634 0.220 -0.131 0.287 -0.2855
C -0.595501 -1.725122 3.311771 -0.153 -0.213 0.161 -0.0795
H 1.311343 -4.950707 1.184105 -0.034 -0.057 0.135 0.0830
H 0.133113 -5.970318 2.046492 0.067 0.145 -0.008 0.0818
H -0.340573 -4.383784 1.426879 -0.009 -0.113 0.046 0.0607
H 1.660070 -4.955857 3.671095 0.004 0.321 -0.025 0.1232
H 0.058802 -4.282613 3.916189 -0.047 -0.003 -0.059 0.1085
H 0.403552 -2.265894 1.464260 -0.111 -0.079 -0.093 0.0918
H 1.262193 -1.105099 2.458136 0.139 -0.233 0.070 0.1092
H -1.275422 -2.581333 3.320972 -0.009 0.106 -0.040 0.0699
H -1.137120 -0.871870 2.892456 0.044 -0.028 0.043 0.0630
H -0.337793 -1.503612 4.353745 -0.005 0.038 -0.214 0.0895
```
Positions in Å, forces in eV/Å.

=====

Computed, not measured: a structure of composition C16H38AgCl4F2N7O10S2, with the ωB97M-V functional and the def2-TZVPD basis.

expectation value of S²: 0.7549
charge: +1
gap between HOMO and LUMO (spin up / spin down): 0.2907 / 0.1123 Ha
HOMO (spin up / spin down): -10.92 / -10.92 eV
spin multiplicity: 2

```
80
Properties=species:S:1:pos:R:3:forces:R:3:lowdin_charge:R:1
Ag -2.769102 -9.677551 9.087362 0.774 -0.286 -0.022 0.7562
N -3.704858 -8.083953 7.898130 -3.771 1.034 -0.250 -0.3318
S -3.325557 -7.008850 6.867778 4.120 4.466 -4.248 0.4561
O -3.293722 -5.597378 7.311708 -0.106 -2.832 -0.224 -0.3630
O -3.679014 -7.193503 5.460765 -0.069 -0.126 2.172 -0.2875
F -1.743599 -7.359929 6.821948 -0.140 -0.130 0.390 -0.2320
S -5.365836 -7.746862 7.877374 -3.965 -3.007 2.379 0.5772
O -6.107331 -8.161311 6.692891 1.889 1.097 1.755 -0.2712
O -5.814448 -6.605274 8.640430 1.222 -0.232 -1.230 -0.3144
F -5.762614 -8.886155 8.970170 0.652 0.268 -1.104 -0.2093
Cl -6.638816 -1.256432 9.191029 -0.091 -0.347 -0.227 0.5574
C -6.070994 -2.762889 8.427411 1.158 -0.623 -0.406 -0.6841
C -6.502311 -2.934667 6.964562 -0.573 0.362 1.264 -0.6375
Cl -5.767324 -4.396233 6.314052 0.026 0.025 -0.383 0.6579
H -6.340799 -3.643908 9.005965 -0.554 0.282 0.063 0.0336
H -4.981342 -2.780440 8.468782 0.039 0.375 -0.022 0.0598
H -6.194735 -2.074506 6.373172 -0.273 -0.107 -0.059 0.0709
H -7.578039 -3.101746 6.999904 -0.001 0.334 -0.552 0.0735
Cl -4.285247 -10.845009 1.886276 0.395 0.163 0.168 0.5291
C -4.654208 -9.348328 2.799046 -0.031 0.517 0.046 -0.6381
C -5.759097 -9.617194 3.820872 -0.432 0.793 -1.959 -0.6948
Cl -5.361436 -10.873473 4.940815 0.420 -0.517 0.966 0.5982
H -4.935620 -8.631413 2.027716 -0.634 -0.084 0.160 0.0712
H -3.782808 -8.858482 3.234095 0.284 -0.735 0.223 0.0488
H -6.601454 -9.982550 3.233097 -0.155 0.010 0.206 0.0664
H -6.068309 -8.692413 4.306021 0.284 -0.147 0.308 0.0625
O 0.604030 -6.881461 5.089984 -0.903 1.081 -0.556 0.0061
C 1.485804 -7.466760 5.682178 0.958 -1.344 0.389 -0.5810
N 1.192304 -8.290633 6.709029 -0.620 -0.404 0.754 0.1861
C 2.926366 -7.402022 5.250029 -0.120 0.808 0.665 0.0105
H 0.223479 -8.480296 6.921608 -0.229 0.300 -0.186 0.0775
H 1.808807 -8.760755 7.353422 0.550 0.228 -0.587 0.1192
H 3.425274 -6.696770 5.918138 0.128 0.012 0.130 0.0879
H 2.956010 -6.924962 4.272186 0.180 -0.555 -0.130 0.0912
H 3.436214 -8.355501 5.375706 -0.027 0.048 -0.458 0.0884
O -1.689583 -10.562326 7.113474 0.177 -0.548 -0.509 -0.0551
C -1.699410 -11.139407 6.018097 -0.362 1.269 0.108 -0.5737
N -1.964409 -12.418585 5.804775 -0.012 -1.750 -0.566 0.1903
C -1.480878 -10.384865 4.726418 0.640 0.998 0.469 0.0070
H -2.293597 -13.135251 6.432285 0.254 0.565 0.494 0.1111
H -1.761187 -12.767153 4.880707 -0.312 0.075 0.039 0.1139
H -0.476066 -9.959278 4.750667 0.179 -0.155 -0.082 0.0802
H -2.107827 -9.493685 4.776820 -0.282 -0.146 -0.126 0.0696
H -1.625725 -10.918796 3.789146 -0.158 -0.108 0.217 0.0756
O -8.884153 -5.367534 12.255386 -0.941 0.299 1.817 0.0486
C -8.290311 -5.755466 11.287247 -2.751 -0.844 0.109 -0.6556
N -7.158269 -5.211924 10.938112 2.939 0.343 -1.640 0.1666
C -8.887950 -6.828105 10.403889 0.364 -0.544 -0.275 0.0095
H -6.748525 -5.509818 10.064501 0.309 0.240 0.141 0.0460
H -6.762019 -4.456489 11.475342 -0.199 -0.042 -0.054 0.1282
H -8.451262 -6.803566 9.405333 -0.164 -0.139 -0.073 0.0666
H -9.975716 -6.795186 10.367866 0.105 0.593 -0.019 0.0877
H -8.707644 -7.814477 10.834415 0.400 0.000 0.054 0.0814
O -4.150219 -11.313503 9.551957 0.325 -0.636 0.571 -0.0525
C -4.800361 -12.331565 9.703617 -1.265 1.243 -0.836 -0.5456
N -4.568156 -13.437624 8.979660 -0.161 -1.278 0.137 0.1813
C -6.094308 -12.299737 10.512665 0.628 -0.783 -0.144 0.0241
H -3.736859 -13.597532 8.433513 0.005 0.495 0.203 0.1042
H -5.176499 -14.237094 9.066007 0.080 0.123 0.093 0.1102
H -6.640872 -11.363422 10.415488 0.277 0.004 -0.343 0.0907
H -5.851678 -12.417106 11.568949 -0.097 -0.238 0.011 0.0780
H -6.685578 -13.140139 10.150033 -0.394 0.122 0.455 0.0782
O -0.037361 -2.288006 6.311945 -0.399 0.369 0.150 0.3459
C -0.241528 -3.522667 6.290200 0.763 -3.167 -1.402 -0.3696
N -0.235223 -4.226655 5.141692 -0.425 2.702 1.638 0.2780
C -0.373370 -4.315482 7.577292 -0.469 0.013 0.802 0.0627
H -0.089471 -5.231773 5.151918 -0.015 -0.832 -0.037 0.0807
H -0.277895 -3.692480 4.285154 0.264 -0.276 -0.213 0.1517
H -0.966967 -3.767140 8.308583 -0.032 0.119 -0.146 0.1104
H 0.546494 -4.607326 8.084169 0.441 0.540 -0.468 0.1140
H -0.895008 -5.250970 7.370561 -0.197 0.226 -0.392 0.0635
O -3.757150 -8.892457 10.979310 -0.617 0.602 1.426 -0.0922
C -4.397298 -8.815731 12.055313 1.071 0.187 -2.914 -0.5595
N -5.222213 -7.791689 12.253971 -0.616 0.400 0.897 0.2097
C -4.199359 -9.876568 13.046070 0.531 -0.473 0.833 0.0127
H -5.355598 -7.063386 11.567774 0.192 -0.217 -0.214 0.0971
H -5.675037 -7.632636 13.141154 -0.001 -0.210 -0.086 0.1211
H -4.512571 -9.585716 14.047980 -0.010 -0.303 0.016 0.0911
H -3.131223 -10.090515 13.000794 0.071 0.177 0.425 0.0992
H -4.618861 -10.830907 12.729457 -0.520 0.259 0.000 0.0757
```
Positions in Å, forces in eV/Å.

=====

Computed, not measured: a structure of composition C16H38B3I2O11PS2, with the ωB97M-V functional and the def2-TZVPD basis.

charge: 0
gap between HOMO and LUMO: 0.2969 Ha
HOMO: -8.55 eV
spin multiplicity: 1

```
73
Properties=species:S:1:pos:R:3:forces:R:3:lowdin_charge:R:1
C 2.301009 4.936213 -2.151124 0.140 0.029 1.035 -0.1999
C 2.087111 3.478834 -1.913596 -0.173 1.122 0.808 -0.7774
I 1.405973 3.029692 0.054387 -0.025 0.141 -0.299 0.9859
C 2.278055 2.524032 -2.776732 0.318 -1.336 -0.976 -0.5634
I 2.938127 3.031028 -4.746035 -0.161 -0.236 0.309 0.9770
B 2.105429 0.995659 -2.557760 -0.118 0.322 -0.469 -0.7483
O 1.580467 0.206345 -3.567535 0.920 0.213 -0.196 0.2762
B 2.145905 -1.035219 -3.362572 -0.807 -0.863 -0.960 -0.5797
C 3.315913 -1.614741 -4.255096 -0.691 -0.104 1.104 -0.0777
S 4.614309 -2.156094 -3.146319 0.924 1.024 -0.884 0.6601
O 5.679236 -2.684244 -3.917909 0.348 -1.776 -0.867 -0.3193
O 5.019178 -1.011294 -2.403165 -0.799 1.070 1.359 -0.3010
O 1.645536 -1.724057 -2.257187 0.481 0.180 0.214 0.2727
B 1.803478 -0.861504 -1.212069 -0.137 -0.043 0.455 -0.7518
P 1.151778 -1.251481 0.555446 0.726 -0.810 0.945 0.4579
S 2.110236 -2.824794 1.252102 0.065 -0.061 -0.437 0.1484
O 2.488395 0.318624 -1.416626 -0.462 0.397 0.353 0.1949
H 1.387537 5.424668 -2.477490 -0.082 0.042 -0.194 0.0930
H 2.581802 5.368909 -1.194587 -0.015 0.326 0.000 0.0484
H 3.119884 5.105979 -2.837365 -0.039 0.023 -0.301 0.0272
H 3.015579 -2.400314 -4.942872 0.070 -0.086 -0.098 0.1097
H 3.766588 -0.774728 -4.775489 0.275 -0.097 -0.286 0.1152
H 4.094320 -3.063688 -2.273589 -0.226 -0.033 -0.357 0.1047
H 1.502049 -0.144350 1.352568 -0.480 0.242 -0.323 -0.0376
H -0.254652 -1.352045 0.610987 0.055 0.318 -0.140 -0.0145
C -0.203508 -2.960982 3.773110 -0.111 -0.024 0.109 -0.1467
O -1.340938 -2.196452 3.387758 0.064 -0.086 0.104 -0.2119
C -2.562802 -2.904043 3.535854 -0.019 0.350 -0.201 -0.2071
C -3.306021 -2.481241 4.785094 -0.053 -0.361 0.173 -0.2062
O -2.611105 -2.863056 5.961664 0.114 0.135 -0.083 -0.1883
C -1.905808 -1.788716 6.561756 -0.066 -0.014 0.092 -0.1039
H 0.646458 -2.285708 3.834405 -0.013 0.013 -0.072 0.0642
H -0.345390 -3.437878 4.746469 -0.086 0.028 0.002 0.0858
H 0.009835 -3.720315 3.018540 0.055 -0.041 0.055 0.0509
H -2.388314 -3.983936 3.538605 0.012 -0.004 0.063 0.1277
H -3.180668 -2.664088 2.663590 -0.035 -0.048 0.017 0.1230
H -4.274505 -2.991840 4.806717 -0.019 0.043 -0.049 0.1247
H -3.490549 -1.402299 4.776937 0.044 0.016 -0.035 0.1212
H -2.605735 -1.103090 7.050798 0.065 0.094 -0.031 0.0823
H -1.307154 -1.239406 5.831173 -0.025 0.010 -0.017 0.0838
H -1.238568 -2.205802 7.314902 -0.053 -0.065 -0.002 0.0890
C -4.480921 2.071717 6.159400 0.044 -0.107 -0.016 -0.1112
O -3.565931 1.797331 7.206111 -0.135 0.156 -0.059 -0.2013
C -2.826541 2.942479 7.606290 0.160 -0.353 0.168 -0.2044
C -3.367077 3.536307 8.888989 -0.055 0.378 -0.128 -0.2052
O -4.665008 4.083278 8.704834 -0.034 -0.199 -0.007 -0.1910
C -5.696440 3.241910 9.191010 -0.012 0.082 0.004 -0.1113
H -5.147767 1.215259 6.066274 0.051 -0.032 0.023 0.0874
H -5.078900 2.961917 6.367117 0.017 0.016 -0.003 0.0841
H -3.945386 2.203898 5.212780 -0.054 0.059 -0.026 0.0882
H -2.811161 3.692798 6.810277 -0.055 0.032 0.024 0.1262
H -1.796585 2.614202 7.780108 0.010 0.047 -0.007 0.1254
H -2.714405 4.359347 9.196721 0.038 -0.044 0.020 0.1252
H -3.371166 2.788946 9.687857 0.002 -0.049 -0.037 0.1262
H -5.715356 3.257401 10.285891 -0.020 -0.080 0.005 0.0885
H -5.577543 2.213182 8.842741 0.022 -0.007 0.023 0.0832
H -6.644415 3.628957 8.820026 0.033 0.062 0.007 0.0886
C 1.467655 -2.645946 -8.173281 0.028 0.007 0.108 -0.1097
O 2.460691 -1.663772 -7.927716 -0.118 -0.105 -0.105 -0.2039
C 3.420505 -1.578141 -8.974129 0.147 0.235 0.330 -0.1996
C 3.157167 -0.391791 -9.875401 -0.018 -0.192 -0.351 -0.2031
O 1.948609 -0.548334 -10.605102 -0.070 0.036 0.197 -0.1896
C 0.872588 0.198818 -10.064591 0.003 -0.011 -0.086 -0.1101
H 0.665781 -2.498524 -7.450208 0.041 0.029 0.027 0.0871
H 1.052869 -2.559110 -9.179619 0.017 -0.008 -0.011 0.0855
H 1.884622 -3.649561 -8.035659 -0.046 -0.032 -0.071 0.0893
H 3.446866 -2.505402 -9.553336 -0.050 0.019 -0.041 0.1277
H 4.399345 -1.448128 -8.501762 0.015 -0.023 -0.037 0.1267
H 3.966695 -0.322662 -10.608531 0.034 0.023 0.046 0.1263
H 3.142651 0.536605 -9.296532 -0.009 -0.026 0.054 0.1252
H 1.003887 1.264578 -10.279682 -0.032 0.023 0.074 0.0886
H 0.780100 0.053296 -8.985544 0.024 0.023 0.007 0.0826
H -0.043901 -0.143434 -10.543081 0.043 -0.008 -0.056 0.0890
```
Positions in Å, forces in eV/Å.

=====

Q: Which max |F| values were calculated for the entries above? A: 8.8, 7.4, 2.0, in eV Å⁻¹.
Q: Which energy values were calculated for the entries above? A: -26303.08258, -129302.24427, -88921.92280, in eV.